# 1
This record from OMol25 describes a cluster of 12 separate species, C42H108O22 in total. The level of theory is ωB97M-V/def2-TZVPD.

The geometry in ORCA input format:
```
! RIJCOSX wB97M-V def2-TZVPD def2/J DEFGRID3
* xyz -1 2
C -3.984 -9.359 -1.012
O -3.245 -8.249 -0.762
C -2.038 -8.514 -0.038
C -1.037 -7.398 -0.327
O -0.525 -7.321 -1.619
C 0.374 -8.415 -1.848
H -4.865 -9.005 -1.547
H -4.322 -9.931 -0.148
H -3.486 -10.072 -1.669
H -1.584 -9.456 -0.344
H -2.341 -8.451 1.008
H -0.155 -7.368 0.313
H -1.504 -6.415 -0.268
H -0.263 -9.263 -2.100
H 1.008 -8.708 -1.011
H 1.014 -8.125 -2.681
C 4.209 1.916 1.156
O 4.351 3.351 0.899
C 5.329 3.512 -0.142
C 5.449 4.995 -0.459
O 5.757 5.827 0.635
C 5.344 7.168 0.412
H 5.113 1.593 1.673
H 4.096 1.509 0.152
H 3.331 1.624 1.733
H 4.994 2.972 -1.027
H 6.323 3.169 0.148
H 4.501 5.293 -0.907
H 6.169 5.179 -1.257
H 4.257 7.172 0.498
H 5.857 7.662 -0.413
H 5.603 7.741 1.302
C -6.632 -1.603 7.880
O -5.847 -1.694 6.690
C -4.487 -1.674 6.968
C -3.746 -1.805 5.609
O -3.869 -0.619 4.868
C -3.324 -0.687 3.577
H -7.693 -1.521 7.646
H -6.367 -0.715 8.453
H -6.568 -2.528 8.453
H -4.257 -2.501 7.640
H -4.195 -0.773 7.508
H -4.224 -2.655 5.121
H -2.720 -2.083 5.848
H -3.882 -1.357 2.923
H -2.331 -1.108 3.731
H -3.178 0.320 3.186
C 0.484 1.573 -0.157
O -0.336 0.514 -0.405
C -0.834 0.048 0.861
C -1.512 -1.326 0.601
O -0.570 -2.284 0.143
C -1.137 -3.577 0.061
H 1.291 1.418 0.559
H -0.057 2.450 0.198
H 0.846 1.945 -1.116
H -1.510 0.816 1.238
H -0.099 -0.108 1.651
H -2.365 -1.248 -0.073
H -1.874 -1.641 1.579
H -1.306 -4.078 1.014
H -0.445 -4.178 -0.529
H -2.082 -3.525 -0.480
C 0.560 -1.306 4.814
O -0.214 -2.391 4.348
C 0.069 -3.661 4.958
C -0.581 -4.871 4.102
O -1.883 -4.539 3.936
C -2.648 -5.516 3.251
H 0.576 -1.371 5.902
H 0.238 -0.304 4.532
H 1.637 -1.374 4.663
H -0.348 -3.715 5.963
H 1.154 -3.761 5.006
H -0.459 -5.843 4.579
H -0.102 -5.095 3.149
H -3.682 -5.170 3.269
H -2.481 -6.521 3.637
H -2.527 -5.643 2.175
C -4.066 -5.548 -2.193
O -5.129 -4.607 -1.973
C -6.196 -4.670 -2.929
C -7.337 -3.720 -2.571
O -7.680 -3.843 -1.189
C -8.554 -2.845 -0.801
H -4.363 -6.595 -2.124
H -3.317 -5.510 -1.402
H -3.563 -5.357 -3.141
H -6.652 -5.658 -2.992
H -5.812 -4.372 -3.905
H -8.156 -3.972 -3.245
H -7.055 -2.690 -2.790
H -9.485 -3.123 -1.297
H -8.433 -1.862 -1.257
H -8.646 -2.865 0.285
C 6.800 0.017 -1.836
O 5.492 0.061 -1.290
C 4.865 -1.246 -1.179
C 3.622 -1.207 -0.335
O 4.038 -1.177 1.038
C 2.975 -1.247 1.980
H 6.783 -0.291 -2.882
H 7.531 -0.615 -1.332
H 7.189 1.035 -1.793
H 5.548 -1.926 -0.671
H 4.718 -1.794 -2.110
H 3.018 -2.112 -0.401
H 3.032 -0.322 -0.572
H 3.221 -1.140 3.036
H 2.441 -2.197 2.029
H 2.297 -0.435 1.719
C -1.049 7.574 3.757
O -0.631 7.086 2.517
C 0.538 7.707 2.033
C 1.044 7.111 0.764
O 1.327 5.755 1.117
C 1.332 4.942 -0.034
H -1.240 8.645 3.697
H -0.237 7.479 4.478
H -1.972 7.156 4.160
H 1.299 7.689 2.812
H 0.428 8.779 1.869
H 1.928 7.567 0.318
H 0.279 7.165 -0.009
H 2.139 5.220 -0.711
H 0.412 4.989 -0.617
H 1.567 3.943 0.333
C 3.874 2.074 -3.603
O 3.987 3.467 -3.958
C 5.338 3.767 -4.275
C 5.480 5.219 -4.836
O 5.487 6.197 -3.837
C 4.226 6.677 -3.414
H 4.491 1.826 -2.739
H 4.232 1.463 -4.432
H 2.844 1.906 -3.291
H 5.753 3.102 -5.032
H 5.880 3.713 -3.331
H 4.705 5.356 -5.590
H 6.383 5.187 -5.446
H 3.527 5.856 -3.259
H 3.780 7.457 -4.031
H 4.409 7.159 -2.453
C 1.227 5.215 -7.097
O 1.003 4.572 -5.824
C 0.655 3.220 -6.076
C 0.152 2.559 -4.816
O -1.015 3.305 -4.453
C -1.621 2.966 -3.211
H 2.173 4.978 -7.584
H 1.087 6.288 -6.963
H 0.410 5.059 -7.802
H 1.531 2.652 -6.389
H -0.164 3.160 -6.793
H 0.893 2.823 -4.062
H -0.003 1.483 -4.899
H -2.515 3.565 -3.038
H -0.948 3.058 -2.359
H -1.866 1.920 -3.397
C 1.060 -2.566 -3.236
O 0.021 -1.774 -2.717
H 2.030 -2.135 -2.988
H 1.123 -3.529 -2.730
H 1.024 -2.811 -4.298
H 0.090 -1.809 -1.760
C -2.331 3.645 2.730
O -3.386 4.526 3.157
H -1.482 4.267 2.447
H -1.971 2.976 3.512
H -2.619 3.120 1.820
H -3.452 4.520 4.115
*
```

## Properties
Total energy: -90333.09710 eV
Kohn-Sham gap (alpha / beta): 1.4 / 9.6 eV
Highest occupied orbital energy (alpha / beta): 0.0251 / -0.2763 Ha
LUMO energy (alpha / beta): 2.08 / 2.06 eV

=====

# 2
This record from OMol25 describes a structure of composition C15H18NOPdS4SbSi. The level of theory is ωB97M-V/def2-TZVPD.

The geometry in ORCA input format:
```
! RIJCOSX wB97M-V def2-TZVPD def2/J DEFGRID3
* xyz -2 1
Pd 0.190 -1.728 1.482
S -3.690 -2.677 3.493
Sb -1.531 -3.201 2.900
S -0.124 -1.405 3.888
S -1.469 -3.332 0.450
S -0.874 -5.241 3.726
C 2.640 -1.205 -1.676
N 2.512 -1.286 -0.239
C 3.694 -0.874 0.492
C 1.797 -2.382 0.276
O 2.067 -2.865 1.396
H 3.436 -1.867 -2.050
H 2.884 -0.180 -1.963
H 1.700 -1.478 -2.154
H 4.586 -1.400 0.123
H 3.556 -1.108 1.544
H 3.845 0.203 0.379
H 1.307 -2.975 -0.505
C 1.134 4.121 0.819
C -0.123 4.063 1.404
C -0.802 2.855 1.480
C -0.248 1.681 0.973
C 1.021 1.757 0.397
C 1.707 2.960 0.315
Si -1.225 0.038 1.043
C -2.034 0.014 -0.693
C -1.287 -0.431 -1.785
C -1.790 -0.394 -3.075
C -3.074 0.088 -3.301
C -3.840 0.516 -2.227
C -3.323 0.479 -0.938
H 1.666 5.064 0.760
H -0.569 4.966 1.807
H -1.782 2.813 1.944
H 1.479 0.848 0.023
H 2.695 2.998 -0.131
H -2.367 0.378 1.936
H -0.302 -0.844 -1.599
H -1.195 -0.759 -3.905
H -3.478 0.120 -4.307
H -4.850 0.873 -2.399
H -3.939 0.797 -0.103
*
```

## Properties
Total energy: -80623.01181 eV
Kohn-Sham gap: 5.3 eV
Energy relative to the best compared isomer or geometry (same formula, charge and spin): 3.337 eV
Highest occupied orbital energy: -0.0353 Ha
LUMO energy: 4.31 eV

=====

# 3
This record from OMol25 describes a structure of composition C29H42Cl2IrN3O2PS. The level of theory is ωB97M-V/def2-TZVPD.

The geometry in ORCA input format:
```
! RIJCOSX wB97M-V def2-TZVPD def2/J DEFGRID3
* xyz 1 1
Ir 0.463 -1.194 -0.524
Cl -0.567 -3.670 2.365
C -0.076 -5.206 1.613
Cl 0.469 -5.003 -0.065
H -0.934 -5.866 1.611
H 0.747 -5.611 2.187
C -5.571 -0.957 -0.547
C -4.267 -1.125 -1.273
C -3.825 -0.178 -2.188
C -2.617 -0.336 -2.851
C -1.848 -1.458 -2.591
C -2.270 -2.431 -1.690
C -3.472 -2.250 -1.034
S -0.391 -1.692 -3.539
O -0.437 -2.950 -4.222
O -0.128 -0.495 -4.284
N 0.757 -1.827 -2.327
C 2.082 -2.125 -2.704
C 2.589 -2.417 -3.942
C 3.961 -2.747 -4.068
C 4.798 -2.804 -2.992
C 4.294 -2.515 -1.698
C 5.035 -2.579 -0.503
C 4.417 -2.315 0.693
C 3.065 -1.955 0.713
N 2.354 -1.857 -0.396
C 2.943 -2.161 -1.590
H -6.133 -0.106 -0.930
H -5.398 -0.798 0.519
H -6.190 -1.849 -0.645
H -4.440 0.689 -2.396
H -2.269 0.389 -3.574
H -1.680 -3.324 -1.529
H -3.814 -3.002 -0.333
H 1.951 -2.416 -4.814
H 4.345 -2.972 -5.054
H 5.839 -3.074 -3.110
H 6.083 -2.849 -0.536
H 4.952 -2.376 1.630
H 2.555 -1.740 1.642
C -1.235 2.773 -1.156
C 0.063 2.781 -0.333
C 1.172 2.288 -1.278
C 0.368 4.217 0.110
P -0.151 1.620 1.124
N -0.150 0.097 0.538
C -1.830 1.800 1.928
C -1.833 1.058 3.274
C -2.903 1.114 1.068
C -2.209 3.267 2.163
C 1.249 1.777 2.362
C 1.290 0.516 3.247
C 1.164 3.016 3.258
C 2.569 1.801 1.575
H -1.048 3.343 -2.067
H -2.066 3.252 -0.641
H -1.521 1.762 -1.445
H 1.125 2.911 -2.174
H 1.015 1.256 -1.592
H 2.171 2.386 -0.868
H 0.380 4.845 -0.783
H 1.344 4.311 0.581
H -0.386 4.622 0.785
H -1.491 0.028 3.169
H -2.865 1.031 3.628
H -1.246 1.561 4.039
H -2.694 0.053 0.945
H -3.027 1.549 0.082
H -3.850 1.223 1.602
H -1.459 3.817 2.728
H -3.134 3.287 2.744
H -2.400 3.800 1.234
H 0.568 0.541 4.056
H 2.281 0.457 3.702
H 1.116 -0.391 2.670
H 0.305 2.986 3.926
H 1.132 3.947 2.694
H 2.058 3.046 3.885
H 2.633 0.979 0.857
H 3.387 1.686 2.289
H 2.730 2.739 1.050
*
```

## Properties
Total energy: -87322.47162 eV
Kohn-Sham gap (alpha / beta): 7.0 / 7.0 eV
Energy relative to the best compared isomer or geometry (same formula, charge and spin): 0.000 eV
Highest occupied orbital energy (alpha / beta): -0.4008 / -0.4007 Ha
LUMO energy (alpha / beta): -3.90 / -3.90 eV

=====

# 4
This record from OMol25 describes the ion C3H11N3PS with charge +1. The level of theory is ωB97M-V/def2-TZVPD.

The geometry in ORCA input format:
```
! RIJCOSX wB97M-V def2-TZVPD def2/J DEFGRID3
* xyz 1 3
C -0.808 -0.170 0.226
C -0.010 -1.233 -0.151
C -3.005 0.903 0.187
N 1.868 1.358 0.696
N 2.354 0.399 -1.533
N -1.910 0.064 -0.333
P 1.538 -1.665 0.574
S 2.887 0.350 0.105
H -0.740 0.167 1.195
H -0.189 -1.790 -1.071
H -2.444 1.528 1.021
H -3.386 1.555 -0.618
H -3.847 0.373 0.544
H 2.012 1.382 1.704
H 3.066 0.222 -2.236
H 1.896 1.363 -1.673
H -1.978 -0.373 -1.302
H 1.343 -3.045 0.628
H 1.354 -1.390 2.037
*
```

## Properties
Total energy: -27871.90596 eV
Kohn-Sham gap (alpha / beta): 7.3 / 6.4 eV
Energy relative to the best compared isomer or geometry (same formula, charge and spin): 0.000 eV
Highest occupied orbital energy (alpha / beta): -0.3701 / -0.4698 Ha
LUMO energy (alpha / beta): -2.75 / -6.39 eV

=====

# 5
This record from OMol25 describes a structure of composition C4H10I2N. The level of theory is ωB97M-V/def2-TZVPD.

The geometry in ORCA input format:
```
! RIJCOSX wB97M-V def2-TZVPD def2/J DEFGRID3
* xyz 1 1
C -0.653 -1.244 -1.401
C -0.754 1.251 1.439
C 0.033 0.055 -1.240
C 1.040 -0.031 -0.081
N 0.171 0.107 1.219
I 2.302 -1.803 0.069
I 2.388 1.676 -0.177
H -0.966 -1.660 -0.449
H -0.014 -1.959 -1.927
H -1.488 -1.171 -1.998
H -0.215 2.187 1.213
H -1.678 1.223 0.992
H -0.784 1.292 2.557
H 0.562 0.173 -2.101
H -0.558 0.871 -1.003
H -0.351 -0.824 0.973
H 0.966 -0.144 1.915
*
```

## Properties
Total energy: -21993.32688 eV
Kohn-Sham gap: 9.0 eV
Energy relative to the best compared isomer or geometry (same formula, charge and spin): 0.538 eV
Highest occupied orbital energy: -0.4882 Ha
LUMO energy: -4.28 eV

=====

# 6
This record from OMol25 describes a cluster of 4 separate species, C5H9NO in total. The level of theory is ωB97M-V/def2-TZVPD.

The geometry in ORCA input format:
```
! RIJCOSX wB97M-V def2-TZVPD def2/J DEFGRID3
* xyz 0 1
C -1.236 -0.797 0.824
C -0.590 0.271 -0.039
C -0.426 0.033 -1.402
C 1.551 0.169 0.757
O 2.188 -0.662 0.074
C -0.696 1.638 0.390
N -0.763 2.736 0.760
H -0.728 -1.755 0.667
H -1.178 -0.548 1.887
H -2.295 -0.924 0.570
H -0.879 -0.859 -1.832
H 0.921 -0.566 -1.683
H -0.301 0.869 -2.086
H 1.715 1.249 0.633
H 1.086 -0.157 1.695
H 1.631 -0.697 -1.215
*
```

## Properties
Total energy: -8864.22763 eV
Kohn-Sham gap: 9.5 eV
Energy relative to the best compared isomer or geometry (same formula, charge and spin): 4.985 eV
Highest occupied orbital energy: -0.3409 Ha
LUMO energy: 0.19 eV